(1)
C3H3I2N | the ωB97M-V functional and the def2-TZVPD basis

```
9
Properties=species:S:1:pos:R:3:forces:R:3
C 0.480 1.640 0.346 0.0 -0.7 1.1
C 0.332 -1.010 -0.772 0.7 2.1 4.8
C -0.288 0.448 0.612 1.1 -2.0 -3.3
N 1.142 2.571 0.219 0.0 0.1 -0.3
I -0.153 -2.752 0.351 0.5 0.5 -0.9
I -2.305 0.671 0.229 -0.9 0.2 -0.1
H -0.345 -0.704 -1.456 -2.2 0.2 -2.3
H 1.347 -0.693 -1.008 0.0 -0.7 0.3
H -0.210 -0.173 1.478 0.7 0.5 0.7
```
Forces are in eV/Å.

Calculated values
* E_tot: -766.15702 hartree
* HOMO: -9.391 eV
* E_LUMO: -0.210 eV
* orbital gap: 0.3374 Ha

---

(2)
C3H3I2NO2 | the ωB97M-V functional and the def2-TZVPD basis

```
11
Properties=species:S:1:pos:R:3:forces:R:3
C -0.541 0.475 0.947 0.4 -0.4 2.2
C 1.409 0.964 -0.356 -2.0 -3.4 -1.8
C -1.630 -1.535 0.444 -0.2 0.0 0.2
N -0.950 -0.485 0.009 -0.2 0.0 0.0
O -0.994 0.559 2.048 -0.2 0.1 -0.8
O 0.487 1.262 0.606 0.1 1.7 0.7
I -2.422 -2.574 -1.188 0.1 -0.2 -0.3
I 2.709 -0.702 0.396 -0.4 1.1 -0.6
H 0.775 0.502 -1.203 1.9 0.5 0.7
H 1.879 1.827 -0.754 0.9 0.7 0.3
H -0.723 -0.290 -0.950 -0.2 -0.1 -0.6
```
Forces are in eV/Å.

Calculated values
* E_tot: -916.63890 hartree
* HOMO: -9.110 eV
* E_LUMO: -0.642 eV
* orbital gap: 0.3112 Ha